(1)
2 unconnected molecules or ions with the total composition C8H13N4O3, computed with ωB97M-V/def2-TZVPD.

Element x y z (Å)
H  4.5287  3.4072  -2.8459
N  4.3024  1.2090  0.9439
C  -2.1993  -1.0317  2.1033
C  -0.3034  -0.4118  0.3291
O  3.4420  0.4121  1.5552
H  0.1442  -0.2690  -2.5403
O  5.3443  1.3930  1.5219
H  -0.7235  -1.7371  -2.3481
N  2.8369  1.3556  -0.9772
H  -0.2767  -0.4889  3.0167
H  -2.9533  -1.8778  2.1753
O  0.9304  -0.3356  0.3284
H  -1.1480  1.0184  -0.9538
N  4.8091  2.5372  -0.9973
H  3.8802  0.0429  2.2639
H  2.0732  0.8493  -0.5614
H  -2.6903  -0.0607  2.1810
C  4.1361  2.7411  -2.1058
C  -0.8885  -1.2871  2.6623
N  -1.0331  -1.0406  1.2542
C  4.0175  1.6982  -0.2964
C  3.0047  1.9623  -2.1586
H  2.3169  1.8443  -3.0504
H  -0.5901  -2.2340  2.9073
H  -2.1613  -0.5690  -0.6329
C  -1.1971  -0.1301  -0.9423
C  -0.7566  -0.6625  -2.2775
H  -1.3569  -0.3710  -3.0993

As for the total charge: +1. The calculation puts the frontier orbital gap (spin up / spin down) at 6.811 / 6.806 eV. Its max |F| is 5.23 eV Å⁻¹. As for the energy above the lowest of the compared OMol25 structures with the same formula, charge and spin: 578.97 kJ/mol. As for the highest occupied orbital energy (spin up / spin down): -12.942 / -12.942 eV.

(2)
2 unconnected molecules or ions with the total composition C2H3F5O, computed with ωB97M-V/def2-TZVPD.

Element x y z (Å)
F  -1.0603  -0.2865  0.0384
H  -1.1079  -1.2464  1.5679
F  -0.1039  1.6910  -0.1103
F  -0.5177  0.6127  -1.9430
H  -1.6940  0.1730  1.3102
H  1.9620  0.4959  -1.2550
O  -1.7314  -0.5823  1.9398
C  1.2712  -0.0900  -0.6152
F  1.3848  -1.4218  -0.8135
C  -0.1666  0.4562  -0.6977
F  1.7638  0.1982  0.5783

As for the total charge: 0. The calculation puts the frontier orbital gap at 11.514 eV. Its SMILES is FC(F)C(F)(F)F.O. Its max |F| is 6.35 eV Å⁻¹. As for the energy above the lowest of the compared OMol25 structures with the same formula, charge and spin: 138.21 kJ/mol. As for the highest occupied orbital energy: -10.860 eV.

(3)
C4H7N2OP in the gas phase, computed with ωB97M-V/def2-TZVPD.

Element x y z (Å)
C  -0.0044  1.3396  0.3031
H  0.3833  2.4148  0.2665
H  -0.9789  -2.3847  -0.7598
H  3.4596  0.6850  -0.5003
H  -2.2768  -1.0337  0.7361
N  0.7085  -1.3239  -0.5202
H  -2.2167  1.2272  0.5121
H  2.0301  1.1317  -1.4123
O  2.1699  -0.5377  1.4739
C  -0.5260  -1.4872  -0.3342
C  -1.1421  0.7734  0.4385
H  -0.8401  -0.8570  1.6690
N  2.5697  0.4745  -0.8116
P  1.4448  -0.0708  0.2795
C  -1.2664  -0.7103  0.7148

As for the total charge: 0. The calculation puts the frontier orbital gap at 9.789 eV. Its SMILES is N[P@@]1(=O)C=CCC=N1. Its max |F| is 5.46 eV Å⁻¹. As for the energy above the lowest of the compared OMol25 structures with the same formula, charge and spin: 70.77 kJ/mol. As for the highest occupied orbital energy: -9.463 eV.

(4)
2 unconnected molecules or ions with the total composition C4H12NS2, computed with ωB97M-V/def2-TZVPD.

Element x y z (Å)
H  -0.2884  2.2643  -0.2140
C  2.7515  -0.6215  1.6475
N  -0.7533  0.3564  -0.4374
S  1.8342  0.4611  0.4263
H  -1.9339  1.1429  1.1861
H  -1.3320  1.9280  -1.7196
H  -0.6976  -0.5021  -1.2217
C  0.3475  -0.2045  0.3083
H  -2.2241  -0.5879  0.8785
C  -0.5077  1.6350  -1.0751
H  2.9144  -1.4954  1.0774
S  -0.4306  -2.2508  -1.9058
H  0.0330  -1.1828  0.7270
H  -2.8726  0.7114  -0.1055
H  -0.5330  -1.3134  -2.8822
C  -1.9808  0.3493  0.4006
H  0.3040  1.5683  -1.7356
H  3.6419  -0.1018  1.6045
H  2.3452  -0.5870  2.7455

As for the total charge: +1. The multiplicity is 3. The calculation puts the frontier orbital gap (spin up / spin down) at 8.120 / 7.161 eV. Its max |F| is 3.14 eV Å⁻¹. As for the energy above the lowest of the compared OMol25 structures with the same formula, charge and spin: 0.00 kJ/mol. As for the highest occupied orbital energy (spin up / spin down): -11.003 / -14.191 eV.

(5)
2 unconnected molecules or ions with the total composition C2H7N3S2, computed with ωB97M-V/def2-TZVPD.

Element x y z (Å)
S  -1.9055  0.7821  -0.3737
H  4.3490  -0.1441  0.2644
H  -1.7191  -2.2009  1.5533
H  -3.9443  0.2335  -1.9121
H  -3.0353  -1.5710  0.6860
N  1.7407  1.5893  -0.0754
H  1.2589  2.4640  0.0429
S  -3.8674  0.3290  -0.4807
H  -0.2083  -0.6406  0.9181
N  -2.0803  -1.4580  0.9231
C  2.7518  1.0311  -0.2609
C  -1.2401  -0.5192  0.5478
H  4.1933  -0.1349  -1.3408
N  3.7065  0.2397  -0.4921

As for the total charge: +2. The calculation puts the frontier orbital gap (spin up / spin down) at 9.315 / 9.315 eV. Its max |F| is 4.02 eV Å⁻¹. As for the energy above the lowest of the compared OMol25 structures with the same formula, charge and spin: 39.04 kJ/mol. As for the highest occupied orbital energy (spin up / spin down): -17.096 / -17.096 eV.

(6)
2 unconnected molecules or ions with the total composition C3H3NS, computed with ωB97M-V/def2-TZVPD.

Element x y z (Å)
H  1.0232  -0.5861  0.5289
N  -1.3794  -2.2619  0.9878
C  0.0262  -0.2972  0.2252
H  -0.0149  -0.2217  -0.8415
C  -1.9745  3.0014  -0.4657
H  -0.2343  0.6036  0.6140
S  -2.6410  2.5332  0.8173
C  -0.7809  -1.3535  0.6679

As for the total charge: 0. The calculation puts the frontier orbital gap at 11.162 eV. Its max |F| is 3.01 eV Å⁻¹. As for the energy above the lowest of the compared OMol25 structures with the same formula, charge and spin: 159.23 kJ/mol. As for the highest occupied orbital energy: -11.555 eV.

Q: Among the records above, which one has the highest energy above the lowest of the compared OMol25 structures with the same formula, charge and spin?
A: C8H13N4O3